Here is a single C4H8O2 molecule from the Open Molecules 2025 dataset. Energies are from ωB97M-V with the def2-TZVPD basis set.

Properties
spin multiplicity: 1
HOMO energy: -0.3739 Eh
total charge: 0
relative energy (zero: lowest compared OMol25 entry of this formula, charge and spin): 0.699 eV
lowest unoccupied orbital energy: 0.9 eV
E: -307.6867 hartree
F_max: 0.6 eV/A
orbital gap: 11.05 eV

Geometry as XYZ:
```
14
Properties=species:S:1:pos:R:3:forces:R:3
C 1.585 0.704 -0.546 0.0 -0.1 0.5
C 0.868 -0.459 0.098 0.0 0.0 -0.2
O 1.336 -1.576 0.040 -0.1 0.2 0.2
C -0.522 -0.265 0.710 0.2 0.2 -0.1
C -1.521 0.378 -0.257 0.0 0.0 0.0
O -1.006 -1.501 1.150 0.1 -0.1 0.1
H 1.350 0.556 -1.590 -0.1 0.4 -0.5
H 2.665 0.593 -0.448 -0.1 -0.1 0.1
H 1.272 1.695 -0.200 -0.1 -0.3 -0.1
H -0.375 0.419 1.564 -0.1 -0.1 0.0
H -1.229 1.398 -0.529 0.0 -0.1 0.0
H -2.502 0.419 0.227 0.2 0.0 0.0
H -1.623 -0.222 -1.167 0.1 0.1 0.1
H -0.299 -2.140 0.949 -0.1 0.0 0.1
```
Forces are in eV/Å.



Here is a single C4H8O2 molecule from the Open Molecules 2025 dataset. Energies are from ωB97M-V with the def2-TZVPD basis set.

Properties
spin multiplicity: 1
HOMO energy (alpha / beta): -0.3025 / -0.3181 Eh
total charge: 0
relative energy (zero: lowest compared OMol25 entry of this formula, charge and spin): 4.491 eV
lowest unoccupied orbital energy (alpha / beta): -1.2 / -0.8 eV
E: -307.5474 hartree
F_max: 0.5 eV/A
orbital gap (alpha / beta): 7.00 / 7.86 eV

Geometry as XYZ:
```
14
Properties=species:S:1:pos:R:3:forces:R:3
C -1.511 -1.112 0.753 0.0 0.1 0.1
C -0.486 -0.075 0.716 -0.2 -0.1 0.0
C 1.303 0.553 -0.844 0.1 0.0 -0.4
O 2.149 0.976 0.186 0.1 -0.1 0.2
C -0.290 0.605 -0.532 0.2 0.0 0.4
O -0.986 0.326 -1.573 0.0 0.0 -0.1
H -2.422 -0.696 0.294 0.1 -0.1 0.1
H -1.693 -1.568 1.726 0.0 0.1 -0.2
H -1.207 -1.862 -0.001 -0.1 0.1 0.1
H 0.127 0.190 1.576 -0.1 0.0 -0.1
H 1.510 -0.466 -1.185 -0.1 0.2 0.1
H 1.402 1.237 -1.686 0.0 -0.1 0.1
H 2.416 0.213 0.712 0.0 0.2 -0.1
H -0.313 1.680 -0.143 0.0 0.0 0.0
```
Forces are in eV/Å.



Here is a single C4H8O2 molecule from the Open Molecules 2025 dataset. Energies are from ωB97M-V with the def2-TZVPD basis set.

Properties
spin multiplicity: 1
HOMO energy: -0.3577 Eh
total charge: 0
relative energy (zero: lowest compared OMol25 entry of this formula, charge and spin): 1.615 eV
lowest unoccupied orbital energy: 0.9 eV
E: -307.6531 hartree
F_max: 0.3 eV/A
orbital gap: 10.62 eV

Geometry as XYZ:
```
14
Properties=species:S:1:pos:R:3:forces:R:3
O 2.095 -0.105 0.422 0.0 -0.1 0.2
C 0.987 0.047 -0.406 -0.1 0.1 -0.3
C -0.004 1.215 -0.160 0.1 0.2 0.0
C -1.157 0.218 -0.424 -0.2 0.0 -0.1
C -0.182 -0.938 -0.161 0.0 -0.1 -0.2
O -0.159 -1.293 1.217 -0.1 -0.1 0.1
H 1.739 -0.482 1.243 0.2 0.1 -0.1
H 1.332 0.032 -1.445 -0.1 0.0 0.1
H 0.068 2.093 -0.805 0.0 -0.1 0.1
H 0.037 1.534 0.886 0.0 0.0 -0.1
H -1.513 0.242 -1.458 0.1 0.0 0.1
H -2.029 0.251 0.242 0.1 0.0 -0.1
H -0.242 -1.847 -0.769 0.0 0.2 0.1
H -0.972 -0.969 1.619 0.1 -0.1 0.1
```
Forces are in eV/Å.



Here is a single C4H8O2 molecule from the Open Molecules 2025 dataset. Energies are from ωB97M-V with the def2-TZVPD basis set.

Properties
spin multiplicity: 1
HOMO energy: -0.3551 Eh
total charge: 0
relative energy (zero: lowest compared OMol25 entry of this formula, charge and spin): 1.599 eV
lowest unoccupied orbital energy: 1.0 eV
E: -307.6537 hartree
F_max: 0.5 eV/A
orbital gap: 10.62 eV

Geometry as XYZ:
```
14
Properties=species:S:1:pos:R:3:forces:R:3
C 1.169 1.484 1.163 0.0 0.0 0.0
C 0.128 0.779 0.315 -0.1 0.3 0.0
O 0.537 -0.561 0.108 0.0 0.0 0.1
C -0.077 -1.183 -0.985 -0.1 -0.1 -0.2
C -1.543 -1.521 -0.776 -0.2 -0.2 -0.3
O -2.188 -2.142 -1.585 0.3 0.3 0.4
H 2.123 1.543 0.631 -0.1 0.0 0.1
H 1.328 0.946 2.102 0.0 0.1 -0.1
H 0.837 2.502 1.392 0.0 -0.1 0.0
H -0.854 0.809 0.812 0.1 0.0 -0.1
H 0.021 1.286 -0.658 0.0 -0.1 0.1
H 0.470 -2.112 -1.181 -0.1 0.1 0.0
H -0.025 -0.560 -1.894 0.1 -0.1 0.1
H -1.998 -1.147 0.166 0.0 -0.1 0.0
```
Forces are in eV/Å.



Here is a single C4H8O2 molecule from the Open Molecules 2025 dataset. Energies are from ωB97M-V with the def2-TZVPD basis set.

Properties
spin multiplicity: 1
HOMO energy: -0.3613 Eh
total charge: 0
relative energy (zero: lowest compared OMol25 entry of this formula, charge and spin): 3.357 eV
lowest unoccupied orbital energy: 0.8 eV
E: -307.5891 hartree
F_max: 2.8 eV/A
orbital gap: 10.68 eV

Geometry as XYZ:
```
14
Properties=species:S:1:pos:R:3:forces:R:3
C 0.354 0.169 1.702 0.2 0.3 0.6
C -0.599 0.194 0.557 0.0 -0.4 0.9
O -0.302 1.220 -0.397 -0.2 -0.7 0.0
C 0.272 0.544 -1.499 0.3 -0.4 -0.3
C -0.305 -0.867 -1.349 0.6 -1.1 -1.7
O 0.330 -1.883 -1.110 -0.1 0.1 -1.6
H 1.361 -0.038 1.315 -0.2 0.1 0.2
H 0.346 1.108 2.239 0.2 0.1 0.3
H 0.062 -0.660 2.356 0.2 0.2 0.1
H -1.664 0.260 0.796 0.2 0.0 0.3
H -0.328 -0.856 0.195 -1.5 2.1 1.2
H 1.365 0.507 -1.437 0.0 0.0 0.0
H -0.037 1.012 -2.442 0.1 -0.1 0.2
H -1.412 -0.864 -1.482 0.2 -0.3 -0.1
```
Forces are in eV/Å.



Here is a single C4H8O2 molecule from the Open Molecules 2025 dataset. Energies are from ωB97M-V with the def2-TZVPD basis set.

Properties
spin multiplicity: 1
HOMO energy: -0.3468 Eh
total charge: 0
relative energy (zero: lowest compared OMol25 entry of this formula, charge and spin): 1.778 eV
lowest unoccupied orbital energy: 0.9 eV
E: -307.6471 hartree
F_max: 0.3 eV/A
orbital gap: 10.31 eV

Geometry as XYZ:
```
14
Properties=species:S:1:pos:R:3:forces:R:3
C 1.083 1.002 0.241 0.0 0.0 0.0
C 0.352 -0.306 0.069 -0.2 0.3 0.0
O 1.179 -1.421 -0.132 0.1 -0.1 0.2
C -0.945 -0.499 0.828 -0.1 -0.1 0.2
C -0.949 -0.410 -0.666 0.1 -0.3 0.1
O -1.558 0.712 -1.228 0.1 0.1 -0.2
H 1.595 1.010 1.213 -0.1 0.0 -0.1
H 0.388 1.846 0.218 0.1 -0.1 0.0
H 1.841 1.145 -0.537 -0.2 -0.1 0.0
H 1.755 -1.500 0.640 -0.1 -0.1 -0.1
H -1.162 -1.457 1.287 0.1 0.1 -0.1
H -1.339 0.369 1.350 0.1 -0.1 -0.1
H -1.102 -1.352 -1.197 0.1 0.2 0.0
H -1.139 0.861 -2.086 -0.1 0.1 0.1
```
Forces are in eV/Å.



Here is a single C4H8O2S molecule from the Open Molecules 2025 dataset. Energies are from ωB97M-V with the def2-TZVPD basis set.

Properties
spin multiplicity: 1
HOMO energy (alpha / beta): -0.2928 / -0.2690 Eh
total charge: 0
relative energy (zero: lowest compared OMol25 entry of this formula, charge and spin): 4.933 eV
lowest unoccupied orbital energy (alpha / beta): 0.2 / -0.2 eV
E: -705.7143 hartree
F_max: 4.3 eV/A
orbital gap (alpha / beta): 8.15 / 7.15 eV

Geometry as XYZ:
```
15
Properties=species:S:1:pos:R:3:forces:R:3
C -0.885 0.048 -2.068 -0.9 0.4 -0.4
C -0.081 -1.083 -2.569 0.3 -1.9 2.2
C 1.229 0.945 1.348 1.9 3.8 -0.8
C -0.161 0.671 1.664 -4.0 0.9 0.8
O -1.292 0.265 -0.956 0.0 1.1 -1.7
O -2.143 -0.996 1.644 -0.1 -0.1 -0.6
S -0.903 -0.817 0.837 0.8 -0.6 2.8
H 0.877 -0.732 -2.832 1.1 0.9 -0.7
H 0.179 -1.753 -1.692 -0.6 0.3 -0.8
H -0.450 -1.689 -3.401 -0.4 0.5 0.2
H 1.718 1.533 2.194 -0.6 -0.6 -1.2
H 1.737 0.059 1.271 1.6 -2.3 0.0
H 1.472 1.505 0.339 -0.9 -0.9 2.0
H -0.407 0.510 2.769 0.7 -0.3 -1.4
H -0.892 1.534 1.452 1.1 -1.1 -0.1
```
Forces are in eV/Å.



Here is a single C4H8O2S molecule from the Open Molecules 2025 dataset. Energies are from ωB97M-V with the def2-TZVPD basis set.

Properties
spin multiplicity: 1
HOMO energy (alpha / beta): -0.3381 / -0.3381 Eh
total charge: 0
relative energy (zero: lowest compared OMol25 entry of this formula, charge and spin): 2.856 eV
lowest unoccupied orbital energy (alpha / beta): -0.3 / -0.3 eV
E: -705.7907 hartree
F_max: 4.6 eV/A
orbital gap (alpha / beta): 8.88 / 8.88 eV

Geometry as XYZ:
```
15
Properties=species:S:1:pos:R:3:forces:R:3
C -1.228 -0.058 0.109 0.2 -0.2 -0.3
C 0.783 1.132 -0.811 -2.6 0.0 2.7
C 1.006 -0.546 1.054 2.1 -1.3 3.9
C 0.303 -0.184 -0.190 -2.8 0.7 -0.1
O -3.570 0.611 -0.223 -0.2 1.1 -0.7
O 0.374 -1.210 -1.188 0.3 -0.4 0.8
S -2.203 1.076 -0.589 -0.2 -2.8 1.9
H -1.761 -0.917 0.675 0.8 1.6 -1.0
H 1.804 1.131 -0.623 2.0 0.7 -0.4
H 0.214 1.976 -0.268 1.4 -1.1 -0.8
H 0.423 1.083 -1.790 0.2 0.3 -1.8
H 2.095 -0.735 0.971 -0.4 0.3 -0.7
H 0.985 0.124 1.966 -0.4 0.3 -1.5
H 0.726 -1.477 1.632 -0.5 0.4 -1.3
H 0.048 -2.004 -0.724 0.3 0.2 -0.6
```
Forces are in eV/Å.



Here is a molecular structure, C4H8O2S from the Open Molecules 2025 dataset. Energies are from ωB97M-V with the def2-TZVPD basis set.

Properties
spin multiplicity: 1
HOMO energy: -0.3333 Eh
total charge: 0
relative energy (zero: lowest compared OMol25 entry of this formula, charge and spin): 7.474 eV
lowest unoccupied orbital energy: -1.0 eV
E: -705.6209 hartree
F_max: 4.3 eV/A
orbital gap: 8.07 eV

Geometry as XYZ:
```
15
Properties=species:S:1:pos:R:3:forces:R:3
C -0.254 2.240 0.514 2.6 1.0 2.9
C -0.536 0.913 -0.184 -2.3 0.8 -3.4
C -0.036 -0.368 0.275 2.8 -0.3 -0.8
C 1.546 -0.437 0.451 1.8 -3.6 -1.3
H 0.891 1.846 1.088 -3.4 2.2 -1.3
H -0.065 3.346 -0.103 -0.7 -3.9 1.5
H -1.121 2.399 1.366 2.4 -0.4 -2.2
H 0.275 0.781 -1.165 -1.7 0.7 1.6
H -2.100 -0.692 -1.054 1.3 2.7 2.3
H 1.844 -0.044 1.414 0.1 0.4 -0.1
H 1.844 -1.622 0.501 -0.9 3.0 -0.1
H 2.763 -0.345 -1.327 -0.3 -1.4 -0.6
O -1.892 0.908 -0.552 1.3 -2.8 -1.0
O 2.511 0.175 -0.585 -2.4 1.1 3.2
S -0.851 -1.776 0.127 -0.8 0.6 -0.6
```
Forces are in eV/Å.



Here is a single C4H8O3 molecule from the Open Molecules 2025 dataset. Energies are from ωB97M-V with the def2-TZVPD basis set.

Properties
spin multiplicity: 1
HOMO energy: -0.3746 Eh
total charge: 0
relative energy (zero: lowest compared OMol25 entry of this formula, charge and spin): 1.007 eV
lowest unoccupied orbital energy: 0.8 eV
E: -382.9278 hartree
F_max: 0.7 eV/A
orbital gap: 11.01 eV

Geometry as XYZ:
```
15
Properties=species:S:1:pos:R:3:forces:R:3
C -1.718 0.993 -0.670 -0.1 0.0 -0.1
C -0.341 0.619 -0.130 0.0 0.0 -0.2
O -0.440 0.798 1.259 0.1 0.0 0.2
C 0.034 -0.813 -0.507 -0.2 0.0 0.1
O 1.429 -1.191 -0.336 0.0 0.0 -0.1
C 2.159 -1.023 0.754 0.0 0.2 0.4
O 1.891 -0.434 1.778 0.0 -0.4 -0.6
H -2.489 0.299 -0.317 0.2 0.0 -0.1
H -1.764 1.061 -1.761 0.1 -0.1 0.1
H -1.959 1.972 -0.253 0.0 -0.1 -0.1
H 0.410 1.297 -0.571 -0.1 -0.1 0.1
H 0.372 0.451 1.672 -0.1 0.1 0.0
H -0.126 -0.998 -1.576 0.0 0.1 0.3
H -0.583 -1.512 0.066 0.1 0.1 0.0
H 3.124 -1.518 0.594 0.0 0.0 0.0
```
Forces are in eV/Å.



Here is 2 unconnected molecules or ions with the total composition C4H8O3 from the Open Molecules 2025 dataset. Energies are from ωB97M-V with the def2-TZVPD basis set.

Properties
spin multiplicity: 1
HOMO energy: -0.3244 Eh
total charge: 0
relative energy (zero: lowest compared OMol25 entry of this formula, charge and spin): 3.777 eV
lowest unoccupied orbital energy: 0.8 eV
E: -382.8260 hartree
F_max: 0.5 eV/A
orbital gap: 9.59 eV

Geometry as XYZ:
```
15
Properties=species:S:1:pos:R:3:forces:R:3
C -2.844 0.205 -0.430 -0.2 0.0 -0.2
O -1.820 0.215 0.563 0.1 -0.1 0.0
C -0.636 -0.272 0.155 0.2 -0.1 -0.2
O -0.443 -0.697 -0.962 -0.1 0.2 0.5
C 0.406 -0.192 1.235 0.1 0.0 0.0
C 2.660 0.616 -0.797 0.2 -0.3 -0.3
O 3.654 -0.231 -0.647 -0.1 0.3 0.2
H -3.063 -0.819 -0.745 0.0 0.1 0.0
H -3.717 0.657 0.043 0.1 -0.1 -0.1
H -2.535 0.784 -1.304 -0.1 -0.1 0.1
H -0.031 0.011 2.214 0.0 0.0 -0.2
H 0.968 -1.129 1.254 -0.1 0.1 0.0
H 2.062 0.137 -1.606 0.1 0.1 0.1
H 1.108 0.610 0.968 -0.2 -0.1 0.1
H 4.229 0.104 0.060 0.0 -0.1 -0.2
```
Forces are in eV/Å.



Here is 2 unconnected molecules or ions with the total composition C4H8O3 from the Open Molecules 2025 dataset. Energies are from ωB97M-V with the def2-TZVPD basis set.

Properties
spin multiplicity: 1
HOMO energy: -0.3673 Eh
total charge: 0
relative energy (zero: lowest compared OMol25 entry of this formula, charge and spin): 0.653 eV
lowest unoccupied orbital energy: 0.9 eV
E: -382.9408 hartree
F_max: 1.2 eV/A
orbital gap: 10.86 eV

Geometry as XYZ:
```
15
Properties=species:S:1:pos:R:3:forces:R:3
C 2.059 1.456 -0.177 0.2 0.4 0.3
C 0.631 1.003 -0.374 -0.4 0.1 0.3
C 0.411 -0.080 -1.404 -0.4 -0.3 -0.2
O -0.292 1.485 0.262 0.5 -0.4 -0.3
H 2.110 2.249 0.588 -0.1 -0.4 -0.3
H 2.470 1.851 -1.122 -0.1 -0.3 0.3
H 2.686 0.610 0.152 -0.2 0.3 -0.2
H 0.748 0.262 -2.397 0.0 -0.1 0.4
H 0.979 -0.986 -1.134 -0.1 0.4 -0.1
H -0.659 -0.341 -1.466 0.5 0.1 0.1
O -1.028 -2.104 1.457 -0.7 0.1 0.0
C -2.213 -1.901 1.548 0.1 0.1 0.0
O -2.829 -0.743 1.238 1.2 0.1 -0.2
H -2.962 -2.638 1.898 0.3 0.2 -0.1
H -2.112 -0.123 0.932 -0.7 -0.4 0.3
```
Forces are in eV/Å.